Entry 1:
Here is a cluster of 10 separate species, C56H75F6N14O12S2 in total in a non-equilibrium geometry from the Open Molecules 2025 dataset. Energies are from ωB97M-V/def2-TZVPD.

Geometry (Å):
1 C 16.293 -18.837 -1.867
2 N 15.416 -19.888 -1.339
3 C 15.678 -21.137 -1.710
4 C 14.845 -22.144 -1.272
5 C 13.781 -21.871 -0.442
6 C 13.530 -20.519 -0.063
7 C 14.319 -19.551 -0.579
8 C 12.808 -22.884 0.017
9 C 11.494 -23.102 -0.289
10 C 10.797 -24.186 0.157
11 N 11.351 -24.999 1.137
12 C 12.687 -24.906 1.385
13 C 13.351 -23.805 0.938
14 C 10.724 -26.089 1.799
15 H 15.704 -18.033 -2.272
16 H 17.011 -19.236 -2.585
17 H 16.864 -18.408 -1.009
18 H 16.599 -21.304 -2.252
19 H 15.171 -23.124 -1.676
20 H 12.742 -20.361 0.681
21 H 14.228 -18.489 -0.403
22 H 11.030 -22.442 -1.049
23 H 9.718 -24.228 -0.014
24 H 13.109 -25.698 1.978
25 H 14.410 -23.729 1.158
26 H 9.781 -25.867 2.296
27 H 11.418 -26.474 2.638
28 H 10.563 -26.862 1.029
29 C 32.929 -17.952 -2.469
30 N 33.228 -19.244 -3.101
31 C 34.582 -19.488 -3.243
32 C 35.023 -20.759 -3.568
33 C 34.043 -21.775 -3.821
34 C 32.679 -21.482 -3.650
35 C 32.294 -20.162 -3.387
36 C 34.468 -23.135 -4.091
37 C 33.726 -23.845 -5.044
38 C 33.981 -25.178 -5.246
39 N 35.116 -25.696 -4.771
40 C 35.878 -25.050 -3.786
41 C 35.554 -23.750 -3.429
42 C 35.645 -27.000 -5.290
43 H 33.677 -17.207 -2.822
44 H 33.044 -18.123 -1.391
45 H 31.923 -17.697 -2.755
46 H 35.298 -18.664 -3.203
47 H 36.055 -20.952 -3.742
48 H 31.878 -22.247 -3.738
49 H 31.210 -19.837 -3.326
50 H 32.785 -23.398 -5.496
51 H 33.435 -25.827 -5.929
52 H 36.695 -25.606 -3.472
53 H 36.081 -23.310 -2.641
54 H 36.734 -27.034 -5.101
55 H 35.340 -27.129 -6.296
56 H 35.242 -27.826 -4.678
57 C 47.457 -18.002 1.472
58 N 46.707 -18.081 0.243
59 C 45.687 -17.199 0.084
60 C 44.810 -17.248 -0.981
61 C 45.085 -18.188 -1.928
62 C 46.184 -19.043 -1.817
63 C 46.921 -19.045 -0.640
64 C 44.096 -18.464 -3.072
65 C 44.525 -18.274 -4.385
66 C 43.643 -18.634 -5.368
67 N 42.443 -19.142 -5.087
68 C 41.994 -19.369 -3.827
69 C 42.879 -19.027 -2.741
70 C 41.473 -19.486 -6.217
71 H 48.428 -18.365 1.383
72 H 46.884 -18.417 2.282
73 H 47.578 -16.923 1.611
74 H 45.652 -16.465 0.888
75 H 44.060 -16.493 -0.997
76 H 46.277 -19.913 -2.511
77 H 47.750 -19.703 -0.344
78 H 45.487 -17.873 -4.627
79 H 43.844 -18.558 -6.427
80 H 41.051 -19.849 -3.798
81 H 42.464 -19.212 -1.758
82 H 41.828 -20.338 -6.805
83 H 41.297 -18.651 -6.836
84 H 40.500 -19.709 -5.807
85 C 22.337 -8.342 0.338
86 C 22.801 -8.368 -1.101
87 N 24.197 -7.831 -1.309
88 C 24.626 -6.506 -1.031
89 C 25.840 -6.413 -1.528
90 N 26.221 -7.679 -1.987
91 C 25.249 -8.514 -1.819
92 C 27.645 -7.937 -2.348
93 H 21.276 -8.418 0.435
94 H 22.620 -7.360 0.665
95 H 22.841 -9.091 0.901
96 H 22.187 -7.670 -1.567
97 H 22.799 -9.230 -1.795
98 H 23.962 -5.863 -0.512
99 H 26.596 -5.618 -1.324
100 H 25.374 -9.564 -2.156
101 H 27.962 -7.214 -3.066
102 H 27.715 -8.919 -2.821
103 H 28.266 -7.888 -1.442
104 C 18.852 -16.921 -8.072
105 C 18.562 -18.364 -8.226
106 N 17.676 -18.664 -9.361
107 C 17.218 -19.889 -9.804
108 C 16.231 -19.621 -10.703
109 N 16.036 -18.285 -10.693
110 C 16.894 -17.713 -9.849
111 C 15.096 -17.590 -11.525
112 H 19.255 -16.425 -8.947
113 H 19.647 -16.978 -7.307
114 H 17.991 -16.372 -7.652
115 H 18.244 -18.937 -7.368
116 H 19.537 -18.942 -8.438
117 H 17.852 -20.702 -9.518
118 H 15.489 -20.236 -11.243
119 H 17.095 -16.696 -9.678
120 H 14.799 -18.220 -12.366
121 H 15.677 -16.801 -12.059
122 H 14.265 -17.198 -10.926
123 C 28.596 -16.879 -6.496
124 C 28.543 -17.524 -5.127
125 N 27.250 -17.398 -4.328
126 C 26.653 -18.506 -3.727
127 C 25.626 -18.029 -2.943
128 N 25.675 -16.703 -3.020
129 C 26.649 -16.337 -3.825
130 C 24.727 -15.777 -2.426
131 H 28.734 -17.713 -7.186
132 H 29.498 -16.184 -6.523
133 H 27.744 -16.292 -6.820
134 H 29.284 -17.075 -4.406
135 H 28.722 -18.613 -5.105
136 H 26.946 -19.565 -3.910
137 H 24.956 -18.510 -2.245
138 H 26.932 -15.344 -4.120
139 H 25.234 -14.744 -2.326
140 H 24.407 -16.127 -1.457
141 H 24.013 -15.612 -3.168
142 C 27.650 -12.142 -0.822
143 F 26.890 -11.051 -0.971
144 F 28.619 -11.745 0.052
145 F 26.840 -13.059 -0.231
146 S 28.175 -12.701 -2.429
147 O 28.634 -11.431 -2.917
148 O 29.156 -13.697 -2.106
149 O 26.930 -13.149 -3.066
150 C 28.783 -21.107 -6.984
151 F 27.990 -22.181 -7.261
152 F 29.811 -21.017 -7.852
153 F 28.083 -19.972 -7.177
154 S 29.358 -21.378 -5.186
155 O 28.106 -21.393 -4.435
156 O 30.151 -22.594 -5.313
157 O 30.107 -20.157 -4.896
158 N 38.283 -21.020 -4.487
159 O 39.545 -21.228 -4.337
160 O 37.816 -19.872 -4.386
161 O 37.484 -22.037 -4.676
162 N 16.495 -20.156 -5.510
163 O 16.685 -20.730 -6.640
164 O 16.574 -18.945 -5.420
165 O 16.221 -20.701 -4.426

Calculated values
Total charge = +5
HOMO = -14.112 eV
DFT total energy = -5242.066381 Eh
F_max = 4.04 eV/A


Entry 2:
Here is the ion C6H10N3 with charge +1 in a non-equilibrium geometry from the Open Molecules 2025 dataset. Energies are from ωB97M-V/def2-TZVPD.

Geometry (Å):
1 C -2.677 -0.408 -0.748
2 C -1.812 -0.701 0.352
3 C -2.094 0.512 -1.571
4 C 1.736 0.869 0.510
5 C 0.896 -0.119 0.749
6 C 1.060 -1.365 1.353
7 N -0.718 0.004 0.068
8 N -0.833 0.649 -1.094
9 N 0.033 1.570 -1.664
10 H -3.576 -0.870 -0.907
11 H -1.823 -1.428 1.136
12 H -2.303 0.992 -2.589
13 H 1.676 1.777 0.007
14 H 2.557 0.864 1.137
15 H 0.439 -2.196 0.779
16 H 2.081 -1.748 1.255
17 H 0.766 -1.327 2.402
18 H -0.390 1.980 -2.550
19 H 0.988 1.120 -1.714

Calculated values
SMILES string = C=C(C)n1ccc[n+]1N
Total charge = +1
Relative energy (zero: lowest compared OMol25 entry of this formula, charge and spin) = 4.508 eV
HOMO = -13.476 eV
DFT total energy = -398.500622 Eh
F_max = 5.25 eV/A


- Look up the total charge of the first one.
  +5


- What is the total charge in the first record?
  +5


- What is the formula in the second record?
  C6H10N3


- Among the records above, which one has the lowest F_max?
  C56H75F6N14O12S2